C2H6N3 | ωB97M-V/def2-TZVPD

Each line ends with the natural charge from an NBO analysis.
Cartesian coordinates (Å):
H -3.099768 -0.805738 -0.745037  0.26
H 2.439037 1.627935 0.710976  0.34
C -2.467531 -0.647473 0.116027  -0.59
H -2.971265 0.191660 0.638432  0.27
N -1.264745 -0.155328 -0.096387  -0.17
N 1.696340 -0.292946 0.175171  0.16
H 1.549160 1.342765 -1.028233  0.34
C 2.294109 0.840323 -0.150431  -0.55
H 3.156800 0.696283 -0.731470  0.31
H -2.572308 -1.535248 0.707845  0.24
N 1.240169 -1.262232 0.403108  0.39

Atomic forces in eV per Å
-0.2 0.0 -1.0
-0.4 -1.9 -1.5
-2.3 0.5 0.6
-0.4 -0.1 0.3
2.7 0.4 -0.7
-1.4 -4.0 1.4
1.6 -1.1 2.5
-1.6 6.8 -2.0
1.5 -0.6 -0.3
0.3 -0.8 0.8
0.2 0.8 -0.1

- net charge = +1
- energy relative to the best compared isomer or geometry (same formula, charge and spin) (eV) = 6.8387
- LUMO level (alpha / beta) (eV) = -5.50 / -5.50
- HOMO (alpha / beta) (eV) = -13.18 / -13.23
- frontier orbital gap (alpha / beta) (eV) = 7.68 / 7.73

C3H8IN2O | ωB97M-V/def2-TZVPD

Each line ends with the natural charge from an NBO analysis.
Cartesian coordinates (Å):
H 0.437253 2.323391 -0.276501  0.26
N 0.096195 -1.258970 -1.261476  -0.73
N 0.064304 0.687012 1.688040  -0.67
I -2.919439 0.255229 -0.181742  -0.17
H 0.300305 -0.480004 -1.894557  0.44
O -0.197398 -1.649741 1.007020  -0.62
C 0.528770 1.324228 -0.630716  -0.71
H 0.160710 1.698398 1.905318  0.44
C -0.120500 -0.905311 -0.010301  0.56
C 0.077284 0.412612 0.374766  0.25
H -0.173589 -0.049349 2.324985  0.44
H 1.636567 1.107732 -0.794523  0.26
H 0.073728 1.382171 -1.570554  0.26
H 0.102045 -2.221137 -1.598235  0.44
H -0.066233 -2.626259 0.918472  0.54

Atomic forces in eV per Å
0.2 1.0 0.4
0.5 -0.4 -0.6
0.8 1.8 -1.9
0.6 0.0 0.0
-0.2 -1.0 0.1
-0.2 -4.1 2.2
2.9 1.5 0.4
-0.2 -1.4 0.5
0.1 -0.2 -1.8
-1.7 1.2 1.5
-0.1 0.2 0.5
-1.1 0.4 0.1
-1.1 -0.5 -1.3
-0.1 0.5 0.1
-0.4 1.0 -0.2

- net charge = +1
- energy relative to the best compared isomer or geometry (same formula, charge and spin) (eV) = 0.8300
- LUMO level (alpha / beta) (eV) = -5.57 / -6.08
- HOMO (alpha / beta) (eV) = -12.92 / -12.46
- frontier orbital gap (alpha / beta) (eV) = 7.35 / 6.38

C4H7N2 | ωB97M-V/def2-TZVPD

Each line ends with the natural charge from an NBO analysis.
Cartesian coordinates (Å):
H -1.031446 -1.299465 0.646285  0.28
C 1.772972 0.797324 -0.215039  -0.13
H 1.057371 -0.998240 0.561351  0.21
N 0.616939 1.449644 0.097208  0.05
C 1.899530 -0.481328 0.131402  -0.23
C -1.891050 0.712273 0.007991  -0.22
H 2.645023 1.403038 -0.502274  0.26
H -2.388567 1.234244 0.957770  0.29
H -0.797529 -0.754752 -1.130561  0.26
H 2.947932 -0.815797 0.016709  0.26
C -1.056090 -0.443745 -0.121158  -0.29
H -2.276390 1.174776 -0.956069  0.27
N -0.436084 0.796723 0.081150  0.00

Atomic forces in eV per Å
0.1 1.6 -1.0
1.3 -0.6 0.8
0.7 -0.5 0.1
-2.3 1.2 -0.9
1.7 0.3 -0.5
-2.2 5.6 0.9
-0.8 -0.1 0.1
0.8 -2.1 -1.9
-0.6 -0.6 -0.1
-1.1 -0.8 0.3
1.3 -4.3 0.3
0.4 -0.6 1.3
0.7 0.9 0.7

- net charge = +1
- energy relative to the best compared isomer or geometry (same formula, charge and spin) (eV) = 5.9473
- LUMO level (eV) = -6.16
- HOMO (eV) = -15.58
- frontier orbital gap (eV) = 9.42
- structure (SMILES) = C=CN=[N+]1CC1

C20H31N5O4 | ωB97M-V/def2-TZVPD

Each line ends with the natural charge from an NBO analysis.
Cartesian coordinates (Å):
N 3.455200 1.207973 -0.565919  -0.27
C 1.923216 4.210329 -2.126200  -0.61
H 6.178305 5.341782 -5.978353  0.21
O 5.059982 1.841997 -2.084722  -0.67
C 2.627678 -3.793035 -4.131481  -0.20
N 1.923587 -0.395771 -5.786799  -0.44
O 3.168295 0.562791 -4.174428  -0.67
H 1.309551 4.411175 -3.007068  0.21
C 3.365475 -3.338665 -1.772902  0.69
H 2.530637 -0.090155 0.671774  0.38
C 4.446312 0.958551 -1.503948  0.64
H 1.246254 2.057598 -6.369666  0.24
H 3.534042 -1.469076 -5.065925  0.24
H 0.577986 -2.254284 -2.818570  0.19
N 3.833583 3.199287 -4.699201  -0.63
C 2.751600 2.473786 -0.509215  -0.22
H 1.324697 0.072225 -7.771227  0.20
H 1.573267 4.869217 -1.325673  0.20
C 1.768162 2.037106 -5.418755  -0.60
C 0.392993 2.316247 -1.432946  -0.61
C 3.111389 -2.413940 -0.589998  -0.54
C 1.829341 2.746285 -1.708433  -0.25
O 4.271971 -4.150886 -1.783779  -0.61
H 0.846410 -2.925797 -5.166587  0.20
C 3.506613 -0.998725 -0.872866  0.22
H 5.192148 -1.033364 -2.246420  0.24
C 2.736974 3.225302 -5.475292  0.69
N 2.750184 0.024122 -0.312877  -0.41
H 6.033445 3.537257 -6.219893  0.22
H 2.224038 2.141779 -2.530032  0.22
H 3.538888 3.226564 -0.473547  0.24
N 2.496428 -3.214172 -2.798300  -0.43
H 2.050572 -2.443511 -0.327375  0.23
H 2.784814 -2.143811 -6.516338  0.20
C 1.588212 -2.137429 -3.216063  -0.21
H 0.055243 0.242555 -6.541889  0.21
C 6.064545 4.152918 -4.085367  -0.42
H 2.953896 4.476161 -2.362551  0.22
H 2.187954 -4.786977 -4.216666  0.20
C 5.895017 4.384954 -5.563209  -0.42
C 4.698590 4.340484 -4.657812  -0.06
C 1.771835 -2.621273 -4.678224  -0.22
H 6.315368 3.159357 -3.742022  0.24
H -0.035783 2.903158 -0.615698  0.20
H 4.181380 5.274896 -4.481184  0.21
H -0.239383 2.468735 -2.310716  0.20
C 2.350022 0.684469 -5.080457  0.70
H 1.031471 2.271004 -4.642400  0.25
C 2.580279 -1.675528 -5.549319  -0.22
H 1.959726 -1.132748 -3.016957  0.23
H 3.685893 -2.808450 0.247715  0.26
H 6.465616 4.953998 -3.480662  0.21
H 4.001099 2.415427 -4.077074  0.46
H 0.581689 -1.354398 -7.040861  0.21
H 0.341488 1.261331 -1.156720  0.21
C 4.504774 -0.494256 -1.617583  -0.37
H 2.204530 2.522284 0.436003  0.20
C 0.923475 -0.340364 -6.842440  -0.41
H 3.659709 -3.827780 -4.486981  0.21
O 2.439665 4.167200 -6.193309  -0.64

Atomic forces in eV per Å
-0.1 -0.1 0.1
-0.1 0.0 0.1
0.0 0.0 0.0
0.0 0.0 0.0
0.0 0.0 0.0
0.0 0.0 0.0
0.0 0.0 0.0
0.0 0.0 0.0
0.0 0.0 0.0
0.0 0.0 0.0
0.0 0.0 0.0
0.0 0.0 0.0
0.0 0.0 0.0
0.0 0.0 0.0
0.0 0.0 0.0
0.1 0.1 -0.1
0.0 0.0 0.0
0.0 0.0 0.0
0.0 0.0 0.0
0.0 0.0 0.0
-0.1 0.0 0.0
0.1 -0.1 -0.1
0.0 0.0 0.0
0.0 0.0 0.0
0.0 0.0 0.0
0.0 0.0 0.0
0.0 0.0 0.0
0.0 0.0 0.0
0.0 0.0 0.0
0.0 0.0 0.0
0.0 0.0 0.0
0.0 0.0 0.0
0.0 0.0 0.0
0.0 0.0 0.0
0.0 0.0 0.0
0.0 0.0 0.0
0.0 0.0 0.0
0.0 0.0 0.0
0.0 0.0 0.0
0.0 0.0 0.0
0.0 0.0 0.0
0.0 0.0 0.0
0.0 0.0 0.0
0.0 0.0 0.0
0.0 0.0 0.0
0.0 0.0 0.0
0.0 0.0 0.0
0.0 0.0 0.0
0.0 0.0 0.0
0.0 0.0 0.0
0.0 0.0 0.0
0.0 0.0 0.0
0.0 0.0 0.0
0.0 0.0 0.0
0.0 0.0 0.0
0.0 0.0 0.0
0.0 0.0 0.0
0.0 0.0 0.0
0.0 0.0 0.0
0.0 0.0 0.0

- net charge = 0
- energy relative to the best compared isomer or geometry (same formula, charge and spin) (eV) = 1.1566
- LUMO level (eV) = 0.39
- HOMO (eV) = -8.66
- frontier orbital gap (eV) = 9.05
- structure (SMILES) = CC(C)Cn1[nH]c(CC(=O)N2CC(CN(C)C(=O)CC(=O)NC3CC3)C2)cc1=O

C19H43FNO12S3 | ωB97M-V/def2-TZVPD

Each line ends with the Mulliken charge.
Cartesian coordinates (Å):
H 3.098746 3.716711 -6.381787  0.40
H -7.467103 -1.580584 4.611531  0.29
H 0.773359 -0.750414 0.556195  0.29
S 3.042337 2.573071 -2.310420  1.22
H 4.534939 1.436896 -0.886989  -0.06
C 4.754660 -0.984417 -2.846335  -0.79
C -7.808419 -2.211431 5.435531  -0.29
H -8.261743 -3.930843 4.200718  0.30
O 6.931319 -2.479714 -4.575634  -0.62
H -0.837054 -2.076217 -0.410440  0.42
H -8.341448 -1.566378 6.134856  0.27
H 0.283648 1.430713 -0.686538  -0.01
H 3.222460 1.642049 -4.951715  0.37
C 3.884922 2.495072 -4.783760  -0.36
H -1.387461 1.835999 2.980758  0.35
H -2.600242 1.518197 1.604874  -0.04
H -1.929409 0.191094 2.585002  0.23
O 1.894573 0.786120 2.091449  -0.77
H 9.133558 -2.811587 -2.846663  0.31
H -3.511981 -4.204393 6.217210  0.37
H -4.024642 -2.636838 6.899746  0.32
H -3.011484 3.949010 -2.700075  0.34
O 1.048077 2.792690 2.065401  -0.75
H -4.806739 -4.158423 7.441586  0.34
H -0.103235 -1.029564 2.097558  0.50
C -1.163718 2.841658 -0.239633  -1.11
H -4.425217 -2.229720 1.754739  0.10
C -8.746035 -3.298894 4.945158  -0.99
H -2.888308 1.626816 -0.735128  -0.32
O -6.684581 -2.749519 6.148895  -0.30
O -5.038002 -2.588672 4.314413  -0.53
H -9.048088 -3.945454 5.770886  0.26
S -5.538028 -3.490184 5.306950  1.15
N -0.587915 1.489765 -0.160853  0.06
H 4.709014 -1.879659 -2.224022  0.33
H 5.950985 0.175327 -1.507883  0.14
C -2.619978 2.951107 -2.410469  -1.25
C 4.035544 2.399792 -0.864325  -0.60
C -1.310254 -1.323124 0.269666  -0.25
H -1.592248 2.775225 -2.804829  0.25
H 6.081953 0.696442 -3.178710  0.28
H -4.190764 -2.275400 -0.062415  0.29
H 2.313547 3.983809 -4.825612  0.30
H -2.147404 -1.937554 2.274288  0.27
O 7.201540 -0.978702 -2.632213  -0.31
H 4.747409 -1.313417 -3.886296  0.32
F -3.580609 3.459255 -0.168015  -0.42
H 4.755319 3.215386 -0.833243  0.37
H -1.149888 3.411186 0.712583  0.18
C -2.332737 -2.132825 1.187793  -0.51
C -4.352179 -3.631185 6.605514  -0.98
C 3.270784 3.780769 -5.305973  -1.16
C -0.427611 0.999993 1.212448  1.36
C 0.908424 1.570995 1.843027  0.10
H 3.923862 4.629684 -5.096811  0.27
C -0.189085 -0.570712 1.083490  -1.56
H 9.768554 -2.447216 -4.471773  0.37
H 4.811412 2.294162 -5.324276  0.31
H 3.858094 -0.386759 -2.680179  0.21
H -2.096577 -3.215402 1.041089  0.37
H 9.893505 -1.220876 -3.180752  0.31
H -9.635072 -2.863218 4.486840  0.39
C -2.607721 2.699891 -0.865697  1.39
O 2.430564 3.866881 -2.273882  -0.63
S 7.722485 -1.391598 -4.084744  1.25
H -0.566450 3.447262 -0.969074  0.53
H -4.266510 -0.101434 1.694444  0.27
O 4.231998 2.589333 -3.395791  -0.14
C -3.834500 -1.805115 0.883546  -0.43
H 3.367992 2.457214 0.000641  0.31
O -5.987074 -4.807052 4.965594  -0.62
O 2.269965 1.376370 -2.487000  -0.70
C 9.291050 -2.030003 -3.586721  -0.95
C -1.686430 1.181132 2.131706  -0.91
H -1.917532 -0.664409 -0.387081  0.20
O 7.925854 -0.203608 -4.861726  -0.65
C 6.003923 -0.182274 -2.535141  -0.15
O -4.106825 -0.400323 0.787814  -0.44
H -3.268069 2.198040 -2.923318  0.31

Atomic forces in eV per Å
0.1 -0.1 0.0
0.2 -0.1 0.0
-0.5 0.3 0.5
0.6 0.1 0.9
-0.1 0.0 0.0
0.0 -0.2 -0.2
-0.7 0.1 -0.5
0.0 0.0 0.0
0.1 0.2 -0.3
-0.2 0.6 0.5
0.3 -0.1 0.2
-0.2 0.0 0.5
0.0 0.0 0.2
-0.3 0.1 -0.7
-0.5 -0.1 -0.7
0.7 0.1 0.3
0.2 0.7 -0.3
-1.7 -0.3 -0.8
0.0 0.0 0.0
-0.1 0.0 -0.1
0.0 0.0 0.0
0.5 -0.4 0.3
-1.6 0.6 -0.6
0.0 0.0 -0.1
0.1 0.4 -0.7
-0.3 0.6 -1.2
0.4 0.3 -1.1
0.1 -0.3 -0.1
0.1 0.9 0.2
0.4 -0.1 0.1
-0.3 -0.2 -0.2
0.0 0.1 0.0
0.1 0.1 0.6
-0.4 1.0 0.3
0.0 0.1 0.1
0.4 -0.2 0.0
-0.4 -0.4 0.1
0.0 0.1 0.0
-0.5 -0.7 0.5
-0.7 0.4 0.3
0.2 -0.1 0.0
0.4 0.4 0.6
0.0 0.0 0.0
-0.1 0.0 -0.8
0.5 -0.2 -0.3
0.0 0.0 0.0
0.4 0.0 -0.6
-0.1 0.0 -0.1
-0.1 -0.6 -0.4
0.4 0.4 -0.4
0.0 0.1 0.1
-0.2 0.1 0.2
0.9 -2.4 0.3
2.5 -0.1 1.1
0.0 -0.1 -0.1
-0.4 0.0 -0.9
-0.1 0.0 0.0
0.1 -0.1 0.3
0.1 0.0 0.1
-0.6 0.6 0.2
-0.1 0.0 0.0
0.0 0.1 0.1
0.6 -1.0 -0.2
-0.3 -0.3 -0.4
0.1 0.0 0.8
-0.3 -0.4 0.7
0.2 0.1 -0.4
0.0 -0.1 0.3
0.1 -1.0 0.9
-0.1 -0.1 0.0
0.0 0.2 -0.2
-0.2 0.3 -0.4
0.1 0.0 0.1
0.6 -0.1 0.4
0.7 -0.1 0.5
-0.2 -0.2 -0.1
-0.9 0.3 -0.1
-0.1 -0.5 0.3
0.3 0.6 0.5

- net charge = -1
- LUMO level (eV) = 1.97
- HOMO (eV) = -4.04
- frontier orbital gap (eV) = 6.01

C8H21O3Tl | ωB97M-V/def2-TZVPD

Each line ends with the Mulliken spin population.
Cartesian coordinates (Å):
H 1.860743 -2.499967 -2.510320  -0.01
O -1.846837 -0.739187 2.202300  -0.53
H -0.007217 -1.430527 -4.956120  0.06
H 1.171963 -2.819897 -4.627430  0.00
H -0.988087 1.145743 4.673610  0.01
C -0.912647 0.783943 3.648180  -0.18
H 2.985123 0.294543 -2.736100  -0.01
H 3.619693 -0.609347 -4.130300  0.00
H 1.636903 2.489223 -0.150180  0.08
H -1.395937 1.438353 2.922730  -0.01
H -0.739607 -1.393627 3.742140  0.01
H 1.203833 2.067903 1.402280  0.12
H -1.302027 2.014653 0.780890  0.00
H 0.161713 0.830953 3.470270  -0.02
H 1.526323 -1.362537 -5.566380  0.00
C 1.002083 -1.745077 -4.690630  0.11
H -3.531327 -0.079577 4.042120  0.00
C 0.919593 1.855733 0.371600  -0.01
H -2.676247 -0.458467 5.425430  -0.01
O 1.380603 -1.701927 -2.277490  0.47
H 2.400723 0.728883 -4.137360  0.01
C -2.787207 -0.793967 4.394300  -0.16
C 1.365453 -0.941047 -3.519330  0.06
C -0.533057 2.219103 0.035920  0.00
H -3.073567 -1.845127 4.428350  -0.01
H 0.643583 -0.135557 -3.384440  0.02
H -0.617387 3.300423 -0.072360  0.00
H -0.813567 1.722843 -0.893140  0.00
O 1.257533 0.558243 0.235560  0.83
Tl -0.464547 -1.781747 -0.151860  0.00
H -2.700637 -0.301697 2.167230  0.01
C 2.719753 -0.202347 -3.669250  0.29
C -1.465717 -0.608917 3.529770  -0.10

Atomic forces in eV per Å
0.5 -1.1 0.1
0.6 -0.8 0.9
-0.7 -0.4 0.2
-0.3 0.0 0.0
-0.6 0.0 0.0
0.6 2.8 0.9
0.1 -0.9 0.6
-0.6 -0.8 -0.1
0.3 0.2 -0.3
-0.1 0.3 0.4
0.2 0.2 0.0
0.1 0.4 0.7
0.3 -0.5 0.3
0.1 -0.8 -0.5
0.3 -0.2 -0.1
0.9 -0.3 -1.8
-0.4 -0.4 -0.4
-1.1 0.0 -0.1
0.8 0.0 0.0
0.4 2.0 -2.2
-0.3 -0.3 -1.1
-0.3 1.0 0.8
-2.3 -0.9 2.4
0.3 0.4 0.1
0.0 0.0 -0.6
0.2 0.1 0.6
0.1 0.0 -0.4
-0.1 0.2 -0.1
-0.1 -0.8 -0.3
0.1 0.0 0.0
-1.0 0.8 -0.6
2.1 2.8 0.8
-0.1 -3.0 -0.1

- net charge = +3
- ⟨S²⟩ = 1.763
- multiplicity = 2
- LUMO level (alpha / beta) (eV) = -15.52 / -15.56
- HOMO (alpha / beta) (eV) = -20.50 / -19.94
- frontier orbital gap (alpha / beta) (eV) = 4.98 / 4.38